ORCA calculation (ωB97M-V/def2-TZVPD) on a cluster of 2 separate species, C5H15NP in total.

Structure (ORCA input):
```
! wB97M-V def2-TZVPD RIJCOSX def2/J DEFGRID3
* xyz 1 1
C 2.8330 -0.5026 0.1635
C -1.5956 1.9907 0.1866
C 0.1644 -0.0801 -1.8028
C 1.4937 -1.1463 0.5783
C -0.4974 1.2817 0.9791
N -2.8060 -1.9308 0.2444
P 0.0450 -0.2350 -0.0267
H 2.6938 0.5636 0.2331
H 3.6733 -1.0563 0.7020
H 2.9852 -0.5692 -0.8709
H -1.3382 2.5655 -0.6285
H -2.3602 1.3531 -0.0017
H -1.9734 2.7292 0.7713
H -0.6609 0.3045 -2.3442
H 0.5991 -0.8898 -2.3841
H 0.8079 0.6141 -2.2134
H 1.2965 -1.2193 1.6027
H 1.5045 -2.3048 0.2421
H -0.9100 0.9148 1.9873
H 0.4233 1.8330 1.2768
H -3.2827 -1.3332 0.9144
H -3.0953 -2.8827 0.3906
*
```

Energy above the lowest of the compared OMol25 structures with the same formula, charge and spin, kJ/mol: 394.8
E, eV: -16196.020
Highest occupied orbital energy (spin up / spin down), eV: -14.9 / -13.2